1.
{"formula": "C6H6AgNO4", "method": "wB97M-V/def2-TZVPD", "elements": ["C", "C", "O", "O", "C", "O", "C", "C", "O", "C", "N", "H", "H", "H", "H", "H", "H", "Ag"], "xyz": [[2.238, -1.010, -0.388], [2.229, 0.616, -0.060], [3.386, 1.266, -0.368], [1.114, 1.351, 0.561], [-0.194, 0.939, 0.006], [-0.696, 1.736, -0.976], [-0.958, -0.394, 0.603], [-2.463, -0.107, 1.198], [-3.267, 0.757, 0.319], [-3.998, -0.208, -0.561], [-4.607, -0.840, -1.518], [1.543, -1.624, 0.328], [2.079, -1.255, -1.534], [3.351, -1.367, -0.148], [-0.919, -1.317, -0.153], [-0.300, -0.749, 1.534], [-3.032, -1.154, 1.198], [4.493, 3.359, -0.041]], "total_energy_ha": -734.46668, "homo_lumo_gap_ev": 1.79}

2.
{"formula": "C25H17Br2FN4O", "method": "wB97M-V/def2-TZVPD", "elements": ["C", "N", "C", "C", "C", "C", "C", "C", "C", "Br", "C", "C", "O", "C", "C", "C", "C", "F", "C", "C", "C", "C", "C", "C", "C", "Br", "C", "C", "N", "N", "C", "N", "C", "H", "H", "H", "H", "H", "H", "H", "H", "H", "H", "H", "H", "H", "H", "H", "H", "H"], "xyz": [[-2.358, -3.030, -0.494], [-1.265, -2.309, 0.130], [-1.302, -0.896, 0.241], [-0.125, -0.162, 0.034], [-0.176, 1.358, -0.003], [0.678, 1.892, 1.141], [0.321, 1.814, 2.481], [1.128, 2.278, 3.486], [2.375, 2.814, 3.156], [3.583, 3.393, 4.575], [2.772, 2.910, 1.820], [1.919, 2.425, 0.796], [-1.446, 2.012, 0.052], [-2.514, 1.305, 0.527], [-3.617, 2.050, 0.944], [-4.739, 1.477, 1.495], [-4.765, 0.063, 1.654], [-5.906, -0.530, 2.043], [-3.656, -0.700, 1.262], [-2.504, -0.120, 0.662], [1.204, -0.803, -0.251], [1.754, -0.429, -1.594], [3.131, -0.171, -1.828], [3.592, 0.282, -3.048], [2.714, 0.367, -4.154], [3.310, 1.098, -5.812], [1.342, 0.044, -3.993], [0.882, -0.352, -2.736], [1.098, -2.276, -0.151], [2.143, -3.103, -0.350], [1.553, -4.288, -0.281], [0.216, -4.261, -0.050], [-0.049, -2.988, 0.047], [-2.092, -3.432, -1.456], [-2.723, -3.814, 0.157], [-3.202, -2.387, -0.701], [0.305, 1.646, -0.947], [-0.648, 1.378, 2.758], [0.869, 2.197, 4.518], [3.736, 3.286, 1.579], [2.263, 2.514, -0.251], [-3.577, 3.132, 0.841], [-5.567, 2.076, 1.843], [-3.688, -1.769, 1.422], [1.914, -0.496, 0.513], [3.913, -0.259, -1.042], [4.645, 0.559, -3.183], [0.682, 0.114, -4.845], [-0.187, -0.680, -2.591], [2.070, -5.227, -0.417]], "total_energy_ha": -6505.01611, "smiles": "CN1C2=C([C@H](c3ccc(Br)cc3)Oc3ccc(F)cc32)[C@H](c2ccc(Br)cc2)n2ncnc21", "homo_lumo_gap_ev": 8.05}

3.
{"formula": "P4S5", "method": "wB97M-V/def2-TZVPD", "elements": ["P", "P", "P", "P", "S", "S", "S", "S", "S"], "xyz": [[-0.864, -1.310, 1.195], [-0.155, -1.916, -0.813], [1.822, 0.590, 0.202], [-1.446, 0.316, 0.024], [-2.827, 1.584, 0.549], [2.464, 0.596, 1.996], [1.973, -1.229, -0.926], [-1.298, -0.443, -1.887], [0.331, 1.879, -0.361]], "total_energy_ha": -3356.41254, "homo_lumo_gap_ev": [5.76, 5.76], "relative_energy_ev": 1.281}

4.
{"formula": "C15H19N3OS2", "method": "wB97M-V/def2-TZVPD", "elements": ["C", "C", "C", "C", "C", "N", "N", "C", "N", "C", "O", "C", "C", "S", "C", "C", "C", "C", "C", "C", "S", "H", "H", "H", "H", "H", "H", "H", "H", "H", "H", "H", "H", "H", "H", "H", "H", "H", "H", "H"], "xyz": [[6.873, 1.141, 1.070], [5.845, 0.072, 0.725], [5.787, -0.187, -0.778], [4.761, -1.266, -1.138], [3.385, -0.864, -0.772], [2.605, -1.514, 0.006], [1.413, -0.965, 0.201], [1.242, 0.141, -0.436], [0.135, 0.931, -0.424], [-1.093, 0.734, 0.186], [-1.913, 1.617, 0.115], [-1.281, -0.572, 0.904], [-2.743, -0.843, 1.229], [-3.631, -1.504, -0.238], [-5.103, -0.508, -0.304], [-5.059, 0.873, -0.190], [-6.235, 1.598, -0.265], [-7.444, 0.956, -0.475], [-7.478, -0.421, -0.614], [-6.311, -1.157, -0.526], [2.650, 0.621, -1.392], [6.902, 1.311, 2.144], [6.627, 2.081, 0.580], [7.865, 0.836, 0.744], [4.861, 0.386, 1.080], [6.096, -0.858, 1.240], [5.531, 0.740, -1.298], [6.770, -0.506, -1.130], [4.984, -2.195, -0.611], [4.800, -1.457, -2.214], [0.207, 1.811, -0.922], [-0.690, -0.531, 1.823], [-0.866, -1.383, 0.303], [-3.253, 0.063, 1.549], [-2.822, -1.606, 2.003], [-4.117, 1.383, -0.057], [-6.201, 2.673, -0.171], [-8.358, 1.529, -0.535], [-8.417, -0.927, -0.785], [-6.324, -2.231, -0.628]], "total_energy_ha": -1618.87388, "smiles": "CCCCc1nnc(NC(=O)CCSc2ccccc2)s1", "homo_lumo_gap_ev": 8.52, "relative_energy_ev": 0.043}

5.
{"formula": "C22H16Cl3FN2O2Sn", "method": "wB97M-V/def2-TZVPD", "elements": ["Sn", "F", "C", "C", "C", "C", "C", "C", "C", "C", "C", "C", "C", "C", "C", "C", "C", "H", "H", "H", "H", "H", "H", "H", "H", "H", "H", "N", "C", "C", "C", "C", "C", "N", "H", "H", "H", "H", "H", "H", "Cl", "C", "Cl", "Cl", "C", "O", "O"], "xyz": [[1.128, -1.865, 1.243], [-0.093, -2.554, 2.804], [-0.360, -1.840, -0.359], [-1.219, -1.230, -1.011], [-2.185, -0.537, -1.754], [-3.582, -0.705, -1.373], [-4.566, 0.295, -1.564], [-5.864, 0.143, -1.096], [-6.254, -1.011, -0.421], [-5.301, -2.008, -0.219], [-4.003, -1.863, -0.678], [-1.741, 0.396, -2.778], [-0.432, 0.936, -2.756], [-0.010, 1.852, -3.708], [-0.858, 2.269, -4.733], [-2.129, 1.710, -4.806], [-2.559, 0.790, -3.862], [-4.284, 1.226, -2.037], [-6.580, 0.945, -1.246], [-7.264, -1.120, -0.042], [-5.580, -2.913, 0.313], [-3.270, -2.640, -0.497], [0.237, 0.636, -1.957], [0.992, 2.261, -3.638], [-0.532, 3.003, -5.462], [-2.797, 1.997, -5.614], [-3.543, 0.352, -3.967], [4.899, -1.154, 2.705], [4.048, -0.664, 3.677], [4.485, 0.254, 4.649], [3.634, 0.573, 5.683], [2.360, 0.007, 5.731], [1.999, -0.836, 4.693], [2.824, -1.176, 3.704], [5.595, -0.511, 2.365], [4.415, -1.616, 1.942], [5.462, 0.715, 4.551], [3.949, 1.278, 6.444], [1.668, 0.241, 6.529], [0.997, -1.258, 4.614], [5.407, 1.900, -0.097], [3.918, 1.158, -1.257], [4.770, 0.576, -2.642], [2.965, 2.556, -1.576], [3.239, 0.047, -0.357], [2.260, 0.453, 0.289], [3.757, -1.066, -0.429]], "total_energy_ha": -2802.70868, "total_charge": -2, "homo_lumo_gap_ev": 4.42, "relative_energy_ev": 0.802}

6.
{"formula": "C3H8F2OP", "method": "wB97M-V/def2-TZVPD", "elements": ["C", "C", "C", "O", "F", "F", "P", "H", "H", "H", "H", "H", "H", "H", "H"], "xyz": [[-1.884, 0.088, -0.285], [1.797, -1.772, 0.033], [-1.352, 1.274, 0.549], [0.055, 1.324, 0.420], [2.372, 1.218, 0.545], [1.487, 0.872, -1.567], [1.154, 0.443, -0.099], [-1.157, 0.142, -1.108], [-1.700, -0.840, 0.192], [-2.877, 0.026, -0.677], [1.834, -2.162, 1.136], [2.682, -1.494, -0.429], [1.011, -2.358, -0.491], [-1.558, 1.082, 1.594], [-1.865, 2.157, 0.188]], "total_energy_ha": -735.17003, "total_charge": 1, "homo_lumo_gap_ev": 10.97, "relative_energy_ev": 1.737}